No. 1
Molecular formula: C3H7NS
Method: DFT, ωB97M-V with the def2-TZVPD basis set

Calculated values
**HOMO**: -9.215 eV
**LUMO energy**: 0.83 eV
**SMILES string**: SC[C@H]1CN1
**ΔE to the lowest compared entry with this formula, charge and spin**: 46.2 kcal per mole
**Frontier orbital gap**: 0.3693 Eh

```
12
Properties=species:S:1:pos:R:3:forces:R:3:nbo_charge:R:1
S 1.09089 0.60826 -2.05142 1.0 0.4 0.4 -0.025
N -1.10935 -0.62388 1.32320 2.3 0.0 1.5 -0.555
C -0.81760 0.81647 0.98542 1.9 -1.1 0.7 -0.274
C -0.08418 -0.26170 0.35577 2.5 -0.3 -2.5 -0.077
C 0.09791 -0.60655 -1.18609 -0.4 0.1 2.0 -0.534
H -1.52110 1.35336 0.47938 -2.1 1.0 -1.2 0.202
H -0.81329 -0.55634 -1.73890 -1.0 0.0 -0.1 0.226
H 0.48427 -1.60907 -1.33210 0.2 -0.1 0.2 0.218
H 0.93315 -0.23907 0.82476 -0.6 -0.5 -0.8 0.157
H -0.38993 -0.88096 2.09107 -2.6 0.3 -0.8 0.352
H 2.21950 0.59542 -1.26521 -0.7 -0.1 -0.4 0.118
H -0.09027 1.40404 1.51412 -0.5 0.4 1.0 0.193
```
Positions in Å, forces in eV/Å.



No. 2
Molecular formula: C3H7NS2
Method: DFT, ωB97M-V with the def2-TZVPD basis set

Calculated values
**HOMO**: -7.962 eV
**LUMO energy**: -0.02 eV
**ΔE to the lowest compared entry with this formula, charge and spin**: 57.2 kcal per mole
**Frontier orbital gap**: 0.2918 Eh

```
13
Properties=species:S:1:pos:R:3:forces:R:3:nbo_charge:R:1
S 1.08765 0.70199 1.57634 -1.0 -0.8 -1.6 -0.081
S -0.93561 0.87208 0.47954 0.3 -1.0 0.0 0.927
N -1.01642 -0.59632 -0.13945 0.2 0.7 -0.3 -0.870
C -0.74618 1.84290 -1.05779 -0.9 0.4 0.1 -0.797
C -0.21126 -1.57868 0.53100 1.8 1.3 -0.9 -0.237
C 1.22557 -0.90702 0.60335 -1.8 2.5 -0.6 -0.500
H 1.96005 -1.39964 1.15768 1.2 -1.3 0.5 0.226
H 0.25175 1.71001 -1.45443 0.2 0.2 0.1 0.240
H -1.45812 1.39645 -1.78229 0.3 0.2 0.6 0.257
H -0.63442 -1.89711 1.44313 0.0 -0.4 1.5 0.182
H 1.50718 -0.58860 -0.45082 -0.1 -0.8 1.4 0.220
H -1.05107 2.89896 -0.84615 0.6 -0.8 -0.2 0.228
H 0.02088 -2.45502 -0.06011 -0.7 -0.3 -0.6 0.203
```
Positions in Å, forces in eV/Å.



No. 3
Molecular formula: C3H7NS2
Method: DFT, ωB97M-V with the def2-TZVPD basis set

Calculated values
**HOMO**: -8.946 eV
**LUMO energy**: -0.03 eV
**SMILES string**: CSC(=S)CN
**ΔE to the lowest compared entry with this formula, charge and spin**: 50.0 kcal per mole
**Frontier orbital gap**: 0.3277 Eh

```
13
Properties=species:S:1:pos:R:3:forces:R:3:nbo_charge:R:1
S -0.86908 1.36537 -0.27308 0.7 -2.2 -3.1 0.217
S 0.83368 -1.26313 -0.65971 0.4 -1.0 -1.7 0.055
N 1.03396 -0.98472 2.35429 3.5 0.8 -2.7 -0.814
C 0.34020 0.09112 1.62611 0.9 1.5 -0.1 -0.311
C 0.17258 -0.07627 0.12529 -1.9 2.0 2.2 -0.304
C -1.35328 0.79554 -2.06562 1.0 1.0 -0.2 -0.705
H 0.57784 -1.86755 2.22216 -1.0 -0.3 0.0 0.359
H -2.05786 1.63296 -2.33969 0.9 -1.1 -0.3 0.228
H -0.51783 0.50207 -2.87386 -1.5 1.4 2.2 0.250
H 0.98831 1.14578 1.45878 -1.3 -2.6 1.7 0.225
H -1.88290 -0.12408 -1.90291 -0.5 -0.3 0.1 0.217
H -0.66214 0.33158 2.10463 1.4 -0.2 -0.5 0.230
H 1.92614 -1.22591 1.66088 -2.5 1.0 2.5 0.353
```
Positions in Å, forces in eV/Å.



No. 4
Molecular formula: C3H7NS2
Method: DFT, ωB97M-V with the def2-TZVPD basis set

Calculated values
**HOMO**: -8.647 eV
**LUMO energy**: -0.42 eV
**ΔE to the lowest compared entry with this formula, charge and spin**: 169.2 kcal per mole
**Frontier orbital gap**: 0.3025 Eh

```
13
Properties=species:S:1:pos:R:3:forces:R:3:nbo_charge:R:1
S 2.61279 -1.28849 0.14787 0.3 0.3 -0.1 0.148
S 1.93486 1.77714 -0.00808 0.7 -2.0 0.0 -0.022
N -2.13504 -0.61884 -0.04825 -1.2 4.9 0.5 -0.787
C -0.93934 0.25414 0.58945 -1.4 2.5 -1.3 -0.255
C 1.65761 0.12489 -0.09662 -1.8 2.1 0.2 -0.273
C 0.15557 -0.20803 -0.37838 1.6 -0.9 -0.6 -0.538
H -0.03575 0.16189 -1.40908 0.0 0.3 0.8 0.240
H -2.94937 0.50591 0.74330 1.3 -3.8 -3.1 0.320
H 0.01553 -1.30812 -0.55960 0.1 0.6 0.7 0.224
H 3.84497 -0.74683 0.29931 -0.4 0.1 0.0 0.148
H -0.72250 0.16460 1.82778 -0.9 -0.1 -3.8 0.252
H -2.08488 -0.36930 -1.40482 -0.5 -0.2 5.3 0.349
H -1.35446 1.55104 0.29713 2.2 -3.9 1.3 0.194
```
Positions in Å, forces in eV/Å.



No. 5
Molecular formula: C3H7NS2
Method: DFT, ωB97M-V with the def2-TZVPD basis set

Calculated values
**HOMO**: -8.606 eV
**LUMO energy**: 0.38 eV
**SMILES string**: CCN(S)C=S
**ΔE to the lowest compared entry with this formula, charge and spin**: 19.5 kcal per mole
**Frontier orbital gap**: 0.3302 Eh

```
13
Properties=species:S:1:pos:R:3:forces:R:3:nbo_charge:R:1
S 1.46714 1.20698 1.85678 0.2 0.1 0.3 -0.113
S -1.74370 1.27068 -0.82057 0.4 0.0 -1.1 0.186
N -0.62479 0.69600 0.32662 -0.1 -0.1 -0.7 -0.554
C 0.21046 1.59565 0.90527 0.2 -0.2 -0.2 -0.079
C -0.40209 -0.77293 0.40523 0.0 0.3 -0.1 -0.228
C 0.69998 -1.27514 -0.54096 0.2 0.2 0.7 -0.629
H 0.69023 -2.35171 -0.47159 0.0 -0.5 -0.1 0.218
H 0.55748 -1.00662 -1.58824 -0.2 0.1 0.1 0.208
H 0.00181 2.63493 0.63023 -0.2 -0.3 0.1 0.210
H 1.69421 -0.96645 -0.22003 -0.1 0.2 0.0 0.228
H -0.21402 -0.99747 1.47556 0.1 -0.1 -0.8 0.231
H -1.32666 -1.25721 0.07866 -0.1 0.3 0.3 0.212
H -1.01006 1.22329 -2.03695 -0.5 0.0 1.4 0.108
```
Positions in Å, forces in eV/Å.



No. 6
Molecular formula: C3H7NS2
Method: DFT, ωB97M-V with the def2-TZVPD basis set

Calculated values
**HOMO**: -8.438 eV
**LUMO energy**: -0.41 eV
**SMILES string**: CSC(=S)CN
**ΔE to the lowest compared entry with this formula, charge and spin**: 91.0 kcal per mole
**Frontier orbital gap**: 0.2952 Eh

```
13
Properties=species:S:1:pos:R:3:forces:R:3:nbo_charge:R:1
S -0.70223 -1.14858 -0.11418 -0.2 -0.6 0.4 0.320
S -0.42366 1.72370 -0.07996 0.4 -0.6 0.5 -0.098
N 2.62070 -0.98786 0.10801 2.6 2.3 -1.2 -0.822
C -2.53484 -0.64591 0.17920 0.9 1.9 -0.6 -0.759
C 1.77752 0.27558 0.12847 5.4 2.5 -0.3 -0.320
C 0.33573 0.22936 0.05930 -3.4 2.1 -0.4 -0.310
H -2.83469 0.36910 -0.49143 0.8 -3.3 1.4 0.272
H 2.10013 0.96504 -0.83969 -0.9 -1.6 2.4 0.231
H -2.48677 -0.17590 1.26650 -0.6 -1.7 -2.0 0.257
H 2.26464 1.03541 1.08688 -2.0 -2.4 -2.7 0.253
H 3.76893 -0.48398 0.06692 -4.6 -2.4 -0.2 0.360
H -3.03785 -1.71649 -0.09459 0.8 3.0 1.1 0.258
H 2.42444 -1.43408 -0.84622 0.8 0.8 1.6 0.357
```
Positions in Å, forces in eV/Å.



No. 7
Molecular formula: C3H7NS4
Method: DFT, ωB97M-V with the def2-TZVPD basis set

Calculated values
**HOMO**: -8.685 eV
**LUMO energy**: 0.63 eV
**SMILES string**: SN1CCSC1(S)S
**ΔE to the lowest compared entry with this formula, charge and spin**: 25.5 kcal per mole
**Frontier orbital gap**: 0.3424 Eh

```
15
Properties=species:S:1:pos:R:3:forces:R:3:nbo_charge:R:1
S 0.97593 -2.20660 -0.39521 -0.9 1.0 -1.6 -0.037
S 0.62297 -0.94144 2.25414 0.0 -0.8 0.9 0.029
S 1.72871 0.69371 0.14242 -0.9 0.6 -0.7 0.222
S -2.06489 -1.20518 0.39009 -0.4 -1.5 -1.3 0.218
N -0.78037 -0.19220 0.13904 0.3 2.3 -1.4 -0.679
C 0.53141 1.67735 -0.88421 0.1 -4.0 -2.4 -0.524
C -0.69519 0.64391 -1.13497 3.4 -0.7 2.5 -0.196
C 0.52384 -0.63177 0.50850 0.5 -0.6 -0.4 -0.253
H -2.69715 -0.77833 1.46288 0.1 0.9 0.8 0.099
H -1.58641 1.13874 -1.26462 -2.0 1.0 -0.5 0.217
H 0.28870 2.58241 -0.40990 -0.3 1.2 0.2 0.224
H -0.37367 0.02461 -1.98092 -0.5 0.0 0.0 0.187
H 1.05719 0.28459 2.46231 0.1 0.5 0.5 0.135
H 0.98648 1.63921 -1.93213 -0.4 1.3 1.6 0.234
H 1.48247 -2.72901 0.64257 1.0 -1.1 1.7 0.123
```
Positions in Å, forces in eV/Å.



No. 8
Molecular formula: C3H7O2
Method: DFT, ωB97M-V with the def2-TZVPD basis set

Calculated values
**HOMO**: -2.582 eV
**LUMO energy**: 4.57 eV
**SMILES string**: CO[C@H](C)[O-]
**ΔE to the lowest compared entry with this formula, charge and spin**: 44.5 kcal per mole
**Frontier orbital gap**: 0.2628 Eh
**Total charge**: -1

```
12
Properties=species:S:1:pos:R:3:forces:R:3:nbo_charge:R:1
O -0.12422 -0.67205 0.74824 -0.1 -0.4 0.5 -0.647
O -0.12540 1.28616 -0.59680 0.0 -0.2 0.0 -0.911
C -0.16041 0.18594 1.86336 0.1 0.4 -1.2 -0.267
C 0.71724 -0.79715 -1.47939 -0.4 -0.1 0.8 -0.661
C -0.30328 -0.00684 -0.59878 0.5 0.6 -0.4 0.413
H 0.50712 -0.56998 -2.52571 0.3 -0.1 0.0 0.180
H 0.68744 -1.87464 -1.27340 -0.4 0.0 -0.3 0.176
H -1.33949 -0.28998 -0.90363 -0.1 -0.3 0.0 0.039
H 0.85661 0.29540 2.26026 -0.1 -0.2 0.5 0.140
H 1.71208 -0.49542 -1.15772 0.1 0.4 -0.3 0.192
H -0.89506 -0.15742 2.59591 0.2 -0.2 0.2 0.134
H -0.43778 1.18790 1.51072 -0.1 0.0 0.1 0.212
```
Positions in Å, forces in eV/Å.



No. 9
Molecular formula: C3H7O2
Method: DFT, ωB97M-V with the def2-TZVPD basis set

Calculated values
**HOMO**: -2.803 eV
**LUMO energy**: 4.60 eV
**SMILES string**: CO[C@@H](C)[O-]
**ΔE to the lowest compared entry with this formula, charge and spin**: 45.5 kcal per mole
**Frontier orbital gap**: 0.2722 Eh
**Total charge**: -1

```
12
Properties=species:S:1:pos:R:3:forces:R:3:nbo_charge:R:1
O 1.42995 -0.84290 -0.21592 0.4 0.5 0.3 -0.881
O -0.45820 0.56662 0.49453 0.4 0.3 0.5 -0.674
C -0.12438 0.11120 -1.78715 0.4 0.0 0.6 -0.672
C 0.20231 -0.53911 -0.42856 -0.5 -0.1 0.3 0.413
C -0.07816 0.37682 1.84804 -0.3 -1.1 -1.8 -0.273
H -0.27655 1.28439 2.40497 0.2 0.2 0.3 0.151
H -0.49758 -1.37207 -0.15157 -0.2 -0.1 -0.4 0.034
H -0.65535 -0.47391 2.25165 -0.1 0.1 0.4 0.123
H -1.19609 0.05532 -1.97432 0.0 0.0 -0.4 0.180
H 0.18149 1.15558 -1.69480 -0.1 0.0 -0.1 0.203
H 0.95658 0.02481 1.79086 0.3 0.4 0.7 0.204
H 0.51599 -0.34675 -2.53773 -0.3 -0.2 -0.3 0.192
```
Positions in Å, forces in eV/Å.